[1]
Molecular formula: C23H55O11S
Method: DFT, ωB97M-V with the def2-TZVPD basis set

Each line ends with the Löwdin charge.
Element x y z (Å)
H  -3.810  6.196  5.219  0.09
H  4.917  2.176  -9.458  0.09
C  1.047  -0.720  -2.409  -0.10
H  -1.935  0.160  -7.619  0.09
H  -1.178  1.874  4.126  0.11
H  -0.725  6.617  7.474  0.13
H  3.332  -1.666  -6.995  0.13
C  2.327  -5.318  3.147  -0.38
H  -2.464  -0.559  -0.473  0.12
H  -0.837  -1.232  -7.377  0.08
H  1.388  0.238  -2.795  0.08
C  1.175  3.497  3.754  -0.11
C  -0.644  -5.726  0.934  -0.23
H  4.740  0.280  -7.518  0.12
H  0.553  -7.421  0.452  0.09
O  -1.983  5.878  6.034  -0.20
H  -2.341  3.511  5.672  0.12
C  -1.756  -5.501  1.972  -0.22
H  1.839  1.378  -4.876  0.11
H  -1.832  -6.680  3.770  0.08
H  -2.636  -6.062  1.718  0.11
C  -1.698  -1.235  -0.093  -0.18
H  -3.793  2.042  -1.304  0.09
H  -0.336  -5.771  3.634  0.03
O  -0.264  -0.543  -1.916  -0.19
H  0.256  4.563  8.123  0.13
C  4.166  2.328  -8.676  -0.11
O  2.609  -0.110  -5.965  -0.13
H  -0.013  -0.108  -5.653  0.12
C  2.866  -0.706  -7.228  -0.18
H  0.156  0.670  1.878  0.11
H  -0.206  -4.783  0.663  0.08
C  -0.410  0.559  0.949  -0.18
O  -1.058  -0.707  1.063  -0.14
H  -2.210  -2.134  0.265  0.12
C  -1.395  -5.750  3.442  -0.09
O  0.876  -3.747  2.544  -0.03
H  1.940  -0.919  -7.765  0.12
O  0.090  0.611  -7.597  -0.19
H  -2.076  1.684  1.671  0.12
H  -3.900  1.616  0.412  0.09
H  -0.952  -0.455  -8.966  0.09
C  3.840  0.055  -8.101  -0.20
H  4.666  2.485  -7.714  0.09
H  -3.419  3.268  -0.076  0.09
H  -3.857  5.587  6.881  0.09
H  0.704  -2.791  2.661  0.14
H  1.848  3.126  4.535  0.09
C  -0.967  -0.273  -7.893  -0.11
O  -0.138  3.634  4.243  -0.20
H  0.372  4.652  6.372  0.12
H  -2.080  1.887  6.296  0.13
H  -2.000  5.538  8.082  0.13
H  1.067  -1.455  -3.221  0.09
H  2.192  -5.094  0.659  0.04
H  1.758  -5.859  3.895  0.11
C  -1.574  2.811  6.006  -0.18
H  2.167  1.845  -6.538  0.12
C  -0.754  -1.657  -1.200  -0.21
H  -0.765  2.664  0.978  0.13
H  -1.828  -4.984  4.067  0.08
H  1.208  2.823  2.888  0.07
H  0.171  -7.386  2.139  0.10
S  2.110  -6.120  1.520  1.20
H  1.520  4.482  3.444  0.09
H  -1.123  -6.078  0.033  0.12
C  -1.294  5.703  7.261  -0.20
H  -1.296  -2.303  -1.905  0.13
H  1.731  -1.032  -1.609  0.09
C  -1.346  1.741  0.855  -0.20
C  -3.345  2.205  -0.326  -0.10
C  0.315  0.779  -6.209  -0.20
H  0.076  -2.233  -0.765  0.11
H  3.374  -5.432  3.385  0.12
C  -0.630  2.464  4.876  -0.20
H  0.314  0.561  0.132  0.12
H  3.589  3.221  -8.912  0.09
H  4.126  -0.585  -8.945  0.13
H  -2.049  -4.465  1.886  0.10
O  -0.943  3.259  7.193  -0.12
C  0.417  -6.761  1.294  -0.34
C  1.775  1.041  -5.914  -0.18
H  -0.273  1.642  -5.867  0.13
O  2.123  -3.970  3.169  -0.12
H  0.196  1.858  5.267  0.13
H  -3.412  7.289  6.561  0.09
C  -3.332  6.260  6.195  -0.11
C  -0.329  4.540  7.201  -0.18
O  -1.996  1.790  -0.402  -0.19
O  3.265  1.243  -8.614  -0.19

The value obtained for the largest force on an atom is 0.0243 hartree/bohr. For the total energy, the calculation gives -58084.532 eV. As for the multiplicity: 1. Its net charge is +1. The HOMO energy is -10.5 eV. Its gap between HOMO and LUMO is 0.271 Ha.


[2]
Molecular formula: C23H56B3F12N4O4
Method: DFT, ωB97M-V with the def2-TZVPD basis set

Each line ends with the Löwdin charge.
Element x y z (Å)
H  -10.934  -18.675  -2.520  0.12
H  -17.443  -19.073  -7.633  0.10
C  -10.869  -18.605  -4.702  -0.19
H  -16.689  -12.996  -3.437  0.11
H  -16.623  -16.779  -1.966  0.08
C  -12.729  -17.866  1.901  -0.10
F  -14.078  -11.277  -2.873  0.00
H  -15.213  -14.794  -2.895  0.13
C  -11.865  -19.066  1.747  -0.18
H  -9.880  -19.071  -4.673  0.11
H  -18.377  -16.539  -2.350  0.10
H  -9.678  -16.272  -4.925  0.14
F  -14.652  -18.182  -7.011  0.09
H  -14.638  -16.307  1.604  0.12
O  -11.958  -19.338  0.332  -0.21
O  -18.166  -19.338  -4.547  0.20
H  -15.719  -19.943  -4.554  0.18
H  -8.878  -18.648  -2.801  0.13
H  -12.922  -19.386  -4.938  0.04
H  -11.089  -16.814  -1.222  0.10
C  -16.077  -13.453  -4.191  0.05
B  -13.753  -15.137  -0.803  -1.10
H  -18.845  -18.455  -6.762  0.11
F  -15.025  -15.995  -6.432  0.12
F  -13.268  -16.316  -1.517  0.04
H  -11.703  -20.168  -5.958  0.09
H  -16.547  -13.446  -5.154  0.11
H  -14.205  -18.060  0.424  0.17
N  -15.779  -14.860  -3.755  0.12
H  -12.239  -19.880  2.403  0.14
H  -15.148  -15.275  -4.408  0.12
H  -17.264  -17.577  -6.794  0.11
H  -12.708  -17.591  2.954  0.15
H  -10.164  -20.259  -0.098  0.08
C  -10.872  -13.648  -4.781  -0.27
F  -13.088  -14.963  0.455  0.09
C  -11.901  -19.782  -4.943  -0.06
H  -16.572  -17.588  0.423  0.12
N  -9.994  -16.961  -3.014  -0.22
N  -16.046  -19.897  -5.528  0.07
C  -17.598  -18.891  3.053  -0.11
H  -11.795  -20.626  -4.267  0.07
C  -16.458  -17.522  1.508  -0.17
H  -11.574  -20.679  -1.156  0.09
H  -12.540  -12.588  -4.142  0.06
H  -8.150  -17.502  -3.985  0.15
O  -17.700  -15.814  -4.610  0.20
C  -11.169  -14.932  -4.106  -0.19
F  -14.661  -9.063  -3.143  0.09
H  -15.021  -17.305  3.034  0.14
F  -15.117  -10.639  -4.847  0.03
H  -7.026  -17.481  -1.624  0.13
H  -14.382  -19.227  1.630  0.19
F  -16.465  -10.581  -2.864  0.01
H  -12.859  -13.545  -5.567  0.08
F  -12.876  -16.989  -6.170  0.15
H  -16.402  -20.891  -7.366  0.10
H  -11.904  -11.935  -5.635  0.10
H  -18.526  -18.330  2.938  0.10
C  -16.147  -21.166  -6.335  0.02
H  -8.662  -16.156  -0.027  0.12
B  -15.110  -10.372  -3.419  -1.05
C  -12.123  -12.873  -5.108  -0.07
H  -15.203  -21.723  -6.264  0.11
H  -15.385  -19.238  -6.059  0.11
H  -17.860  -19.909  3.324  0.10
C  -8.934  -16.862  -0.798  -0.12
H  -9.001  -17.857  -0.339  0.11
H  -12.475  -17.023  1.283  0.12
H  -16.967  -21.739  -5.891  0.11
H  -10.248  -13.102  -4.062  0.12
C  -17.398  -16.082  -2.277  0.04
H  -11.595  -14.767  -3.109  0.11
H  -10.246  -15.356  -1.614  0.15
H  -17.125  -16.754  1.916  0.15
N  -14.087  -18.258  1.418  0.08
H  -7.579  -15.931  -2.205  0.12
F  -15.104  -15.373  -0.493  0.09
C  -9.963  -15.846  -3.957  -0.13
H  -17.084  -18.450  3.917  0.09
H  -11.413  -21.288  0.558  0.09
C  -17.770  -18.552  -6.717  0.03
B  -14.256  -17.143  -6.107  -1.15
H  -12.048  -17.486  -3.198  0.12
C  -7.911  -16.928  -1.928  -0.14
C  -17.461  -19.286  -5.476  -0.43
C  -15.063  -17.255  1.946  -0.12
H  -15.194  -12.812  -4.208  0.08
C  -8.679  -17.609  -3.039  -0.12
C  -11.236  -20.468  -0.135  -0.08
F  -14.600  -17.625  -4.760  0.04
H  -11.936  -15.480  -4.654  0.10
C  -17.047  -15.608  -3.677  -0.43
H  -10.225  -13.788  -5.670  0.13
H  -17.374  -15.334  -1.499  0.09
C  -11.096  -17.975  -3.344  -0.09
H  -10.903  -17.846  -5.483  0.10
F  -13.846  -14.143  -1.849  0.09
H  -10.856  -18.805  2.091  0.14
C  -10.155  -16.441  -1.602  -0.08
O  -16.741  -18.861  1.954  -0.19
H  -9.118  -15.272  -3.588  0.14

The value obtained for the largest force on an atom is 0.0772 hartree/bohr. For the total energy, the calculation gives -73559.380 eV. As for the multiplicity: 1. Its net charge is +1. The HOMO energy is -11.6 eV. Its gap between HOMO and LUMO is 0.322 Ha.


[3]
Molecular formula: C23H56BF2O12P3
Method: DFT, ωB97M-V with the def2-TZVPD basis set

Each line ends with the Löwdin charge.
Element x y z (Å)
H  0.232  1.574  -3.063  0.08
H  -6.885  4.580  -8.476  0.08
O  2.783  2.781  -1.197  -0.21
C  4.854  2.147  1.717  -0.29
H  -0.605  3.189  -5.216  0.06
O  -3.478  2.178  -6.506  -0.22
C  -1.924  -3.470  1.699  -0.19
H  -7.352  2.875  -8.482  0.08
C  -6.642  3.596  -8.075  -0.07
H  -5.023  2.159  -8.249  0.10
B  -4.519  -2.967  1.465  0.05
O  -2.129  4.224  -7.119  -0.21
C  1.294  4.920  -0.178  -0.27
H  5.311  0.979  -0.055  0.07
C  -0.112  3.964  -5.804  -0.08
F  -3.226  -4.340  -0.123  -0.04
H  -2.072  -4.916  3.353  0.07
H  -3.592  0.363  -5.619  0.12
H  0.129  2.167  -1.398  0.07
H  -1.534  5.590  -5.666  0.10
H  -0.765  5.335  -0.679  0.08
O  4.029  3.050  0.985  -0.21
H  6.358  0.646  1.335  0.07
C  5.973  -1.672  5.879  -0.28
H  6.356  0.366  5.278  0.08
H  -0.505  3.731  0.040  0.06
H  2.252  0.866  -1.828  0.11
C  -5.539  1.251  -5.564  -0.08
P  2.568  2.580  0.422  0.60
H  3.291  -0.862  4.123  0.07
C  2.147  1.911  -2.127  -0.28
C  3.656  -1.472  3.291  -0.08
O  2.674  1.095  0.574  -0.24
C  -0.197  4.778  0.067  -0.07
H  3.890  -7.056  6.475  0.08
H  -6.001  2.236  -5.453  0.06
H  -5.085  3.347  -9.514  0.13
C  5.822  1.429  0.796  -0.07
H  5.419  2.739  2.441  0.12
O  2.056  4.108  0.706  -0.18
H  -0.562  -3.994  3.361  0.06
O  -4.266  4.065  -7.822  -0.18
H  -6.059  -3.419  2.923  0.14
P  -3.530  3.820  -6.381  0.59
H  4.704  -1.219  3.127  0.07
C  5.729  -0.178  5.985  -0.07
H  4.682  0.067  5.794  0.06
H  -3.525  -4.910  1.791  0.12
O  2.244  -3.616  5.980  -0.24
H  1.551  4.756  -1.222  0.10
H  2.682  2.023  -3.072  0.12
H  2.428  -3.191  3.681  0.10
H  6.976  -1.891  6.256  0.13
H  0.592  4.495  -5.160  0.07
H  5.967  -2.012  4.848  0.10
O  -3.166  4.039  -4.948  -0.24
H  -5.921  0.603  -4.775  0.08
C  -4.028  1.354  -5.483  -0.29
H  -7.202  -4.824  0.658  0.08
C  -6.356  -4.874  1.345  -0.04
H  -3.726  1.699  -4.493  0.11
C  2.999  -6.459  6.679  -0.08
H  2.422  -4.856  8.017  0.10
H  -0.884  -5.281  2.116  0.08
H  0.452  3.450  -6.584  0.08
H  3.880  -3.531  2.759  0.12
C  3.488  -2.949  3.596  -0.29
H  2.231  -7.114  7.095  0.08
C  -1.107  4.928  -6.417  -0.29
H  5.960  0.176  6.991  0.08
C  3.325  -5.337  7.644  -0.29
H  -4.336  -1.795  1.360  0.09
H  6.551  2.132  0.389  0.08
C  -1.301  -4.470  2.716  -0.09
H  -6.773  3.652  -6.993  0.06
H  -6.721  -5.438  2.210  0.08
H  -1.285  -3.494  0.810  0.11
H  4.249  1.443  2.287  0.09
C  0.684  2.251  -2.336  -0.07
H  -5.856  0.839  -6.522  0.08
O  5.087  -2.415  6.703  -0.20
H  3.099  -1.197  2.394  0.08
H  0.565  3.270  -2.705  0.07
O  4.210  -3.351  4.748  -0.24
H  1.588  5.949  0.040  0.13
H  2.649  -6.079  5.719  0.07
C  -3.303  -3.986  1.240  -0.31
C  -5.220  3.212  -8.439  -0.28
P  3.614  -3.050  6.276  0.68
F  -6.943  -2.563  1.301  -0.06
H  -1.928  -2.441  2.066  0.10
O  4.200  -4.384  7.042  -0.22
H  3.847  -5.745  8.512  0.11
H  -0.597  5.563  -7.145  0.12
H  -5.528  -5.433  0.910  0.06
H  -0.459  5.161  1.055  0.08
C  -5.984  -3.448  1.822  -0.32

Its SMILES is CC[C@H](F)B[C@H](C)F.CCOP(=O)(OCC)OCC.CCOP(=O)(OCC)OCC.CCOP(=O)(OCC)OCC. The value obtained for the largest force on an atom is 0.1799 hartree/bohr. For the total energy, the calculation gives -83306.802 eV. As for the multiplicity: 1. The HOMO energy is -10.1 eV. Its gap between HOMO and LUMO is 0.327 Ha.


[4]
Molecular formula: C23H56ClN12O23
Method: DFT, ωB97M-V with the def2-TZVPD basis set

Each line ends with the Löwdin spin population.
Element x y z (Å)
N  9.842  -8.159  5.031  0.00
C  0.345  0.111  2.343  0.00
N  -5.120  -1.606  -2.844  0.00
H  0.253  2.404  0.795  0.00
H  -4.923  6.434  -1.671  0.00
H  -3.405  -4.818  -0.418  0.00
H  11.651  -5.243  3.451  0.00
O  -4.091  0.895  -8.450  0.00
H  -4.852  -5.243  0.546  0.00
H  -5.896  -0.787  -7.680  0.00
H  0.092  -1.456  6.322  0.00
N  -4.920  1.056  -7.584  0.00
C  -0.903  2.997  -0.950  0.03
O  -5.835  -2.211  -2.080  0.00
H  -4.776  2.895  -0.219  0.00
H  0.606  2.950  -2.462  0.00
O  -4.624  5.667  0.581  0.00
H  -6.498  8.234  -5.794  0.00
O  10.654  -8.310  4.147  0.00
H  -2.594  4.227  1.575  0.00
H  0.169  -3.225  6.578  0.00
O  2.570  -1.393  5.592  0.00
H  2.496  0.441  1.866  0.00
H  -3.180  6.209  -1.989  0.00
H  5.840  0.129  0.193  0.00
N  4.788  1.810  0.834  0.00
C  9.356  -9.383  5.718  0.00
H  8.244  -1.253  3.416  0.00
H  6.385  1.680  -0.504  0.00
O  -5.158  7.417  -3.738  0.00
H  8.641  -9.091  6.480  0.00
H  11.881  -5.605  5.187  0.00
O  7.694  -0.277  1.082  0.00
H  -2.334  0.503  1.706  0.00
H  10.243  -5.686  4.463  0.00
C  -4.339  2.207  0.523  0.00
H  0.421  -0.790  2.973  0.00
N  8.124  -1.384  1.336  0.00
Cl  -0.682  -2.035  0.934  0.00
C  8.898  -1.534  2.595  0.00
H  10.219  -9.872  6.162  0.00
H  0.358  -2.554  4.930  0.00
H  2.032  0.767  3.537  0.00
O  -3.718  -2.507  0.111  0.00
N  -4.081  -3.339  0.910  0.00
C  -2.244  0.814  0.651  0.01
O  2.534  -3.086  6.921  0.00
C  -3.922  6.703  -1.365  0.00
C  -2.760  2.272  0.515  0.03
H  -4.594  -0.669  -6.452  0.00
C  -0.492  4.472  -0.570  0.01
H  8.890  -10.015  4.967  0.00
C  -4.153  -0.644  -2.256  0.00
N  -2.372  2.870  -0.785  0.35
C  5.528  1.076  -0.224  0.00
C  -6.271  -4.331  -5.996  0.00
H  -4.723  1.194  0.342  0.00
O  11.311  -2.922  3.964  0.00
H  -1.335  2.975  2.022  0.00
N  -3.710  6.239  0.030  0.00
C  1.700  0.872  2.486  0.00
H  -5.624  -4.507  -5.144  0.00
H  -7.263  -4.740  -5.821  0.00
C  -6.863  8.531  -4.814  0.00
N  -5.704  -5.026  -7.179  0.00
O  3.632  2.112  0.613  0.00
O  -5.402  9.511  -3.315  0.00
H  -4.720  2.553  1.500  0.00
H  -0.442  0.754  2.772  0.00
H  -3.590  -0.183  -3.060  0.00
C  -3.876  -4.766  0.558  0.00
C  -0.076  1.939  -0.151  0.02
H  -0.697  1.826  -2.834  0.00
H  -7.253  9.543  -4.834  0.00
H  0.856  1.737  -0.710  0.00
C  0.052  -0.372  0.896  0.00
O  -2.624  6.461  0.527  0.00
H  -3.788  7.781  -1.376  0.00
H  -4.722  0.101  -1.709  0.00
H  9.214  -2.565  2.687  0.00
O  5.388  2.058  1.854  0.00
H  -3.500  -1.202  -1.595  0.00
O  7.969  -2.366  0.646  0.00
H  9.756  -0.871  2.534  0.00
H  -6.166  0.130  -6.167  0.00
O  -6.315  -4.924  -8.219  0.00
H  -6.320  -3.272  -6.230  0.00
C  -2.388  3.164  1.749  0.00
O  10.503  -3.524  5.865  0.00
N  2.005  -2.283  6.186  0.00
H  1.604  1.950  2.302  0.00
H  -0.915  0.125  -0.949  0.00
N  10.991  -3.760  4.784  0.00
H  -3.236  -5.202  1.322  0.00
N  -5.712  8.486  -3.877  0.00
O  -5.136  -1.728  -4.053  0.00
H  1.033  -0.481  0.400  0.00
H  -2.924  0.155  0.095  0.00
H  -1.301  4.929  0.016  0.00
O  -5.359  2.124  -7.220  0.00
O  -4.599  -3.107  1.977  0.00
C  -0.496  2.839  -2.455  0.00
H  4.864  0.928  -1.069  0.00
H  -0.406  5.035  -1.517  0.00
H  -2.983  2.811  2.610  0.00
C  0.536  -2.391  5.990  0.00
O  9.398  -7.091  5.398  0.00
C  -5.438  -0.165  -6.915  0.00
O  -2.907  2.142  -1.723  0.54
C  11.210  -5.188  4.441  0.00
H  -7.610  7.833  -4.447  0.00
H  0.484  4.482  -0.062  0.00
O  -4.674  -5.644  -7.028  0.00
H  -0.912  3.635  -3.087  0.00
C  -0.812  0.586  0.053  0.00

The value obtained for the largest force on an atom is 0.0554 hartree/bohr. For the total energy, the calculation gives -102222.340 eV. As for the multiplicity: 2. The HOMO energy (alpha / beta) is -8.8 / -9.6 eV. Its gap between HOMO and LUMO (alpha / beta) is 0.307 / 0.336 Ha.


What is the multiplicity in the fourth record?
2